Run one
Here is one molecule with the formula C7H8 from the OMol25 dataset. Energies are from the ωB97M-V functional and the def2-TZVPD basis.

Last column: natural (NBO) charge in e.
Positions of all 15 atoms, in Å:
C1 0.846 0.896 0.687  -0.267
C2 2.372 0.987 0.929  0.205
C3 1.183 -1.022 -0.655  -0.369
C4 -0.402 -0.829 -0.509  -0.466
C5 1.594 -0.312 0.626  -0.440
C6 -0.484 0.639 0.087  0.226
C7 -1.733 1.364 0.081  -0.697
H1 1.385 -2.055 -0.551  0.213
H2 1.538 -0.501 -1.519  0.215
H3 -0.924 -1.128 -1.391  0.218
H4 -0.839 -1.473 0.268  0.213
H5 1.568 -1.027 1.407  0.204
H6 -1.467 2.398 0.375  0.252
H7 -2.252 0.913 1.006  0.252
H8 -2.386 1.149 -0.843  0.242

Calculated values
Charge = 0
LUMO energy (spin up / spin down) = -0.03947 / -0.03841 hartree
HOMO level (spin up / spin down) = -8.08 / -7.90 eV

=====

Run two
Here is one molecule with the formula C7H8 from the OMol25 dataset. Energies are from the ωB97M-V functional and the def2-TZVPD basis.

Last column: natural (NBO) charge in e.
Positions of all 15 atoms, in Å:
C1 2.780 0.784 0.086  -0.263
C2 1.712 1.000 -0.426  0.011
C3 0.289 0.972 -0.770  -0.469
C4 -0.308 -0.091 0.198  -0.287
C5 -0.146 -1.504 -0.377  -0.592
C6 -1.664 0.194 0.676  -0.008
C7 -2.712 0.416 1.224  -0.238
H1 3.692 0.551 0.584  0.239
H2 0.145 0.694 -1.820  0.234
H3 -0.180 1.951 -0.640  0.245
H4 0.312 -0.019 1.097  0.243
H5 -0.945 -1.731 -1.089  0.212
H6 0.820 -1.584 -0.888  0.218
H7 -0.165 -2.252 0.420  0.218
H8 -3.631 0.621 1.724  0.237

Calculated values
Charge = 0
LUMO energy = 0.03735 hartree
HOMO level = -9.87 eV

=====

Run three
Here is one molecule with the formula C7H8 from the OMol25 dataset. Energies are from the ωB97M-V functional and the def2-TZVPD basis.

Last column: natural (NBO) charge in e.
Positions of all 15 atoms, in Å:
C1 -1.796 -0.513 0.656  -0.626
C2 -0.444 -0.101 0.154  0.035
C3 0.176 0.046 -1.235  -0.250
C4 1.490 -0.411 -0.633  -0.218
C5 1.174 1.059 -0.753  -0.228
C6 0.584 1.061 0.673  -0.301
C7 0.834 -0.433 0.780  -0.222
H1 -1.869 -0.418 1.748  0.222
H2 -2.644 0.014 0.205  0.214
H3 -1.905 -1.583 0.425  0.221
H4 -0.250 -0.047 -2.222  0.227
H5 2.245 -1.039 -1.085  0.234
H6 1.717 1.811 -1.316  0.225
H7 -0.324 1.574 0.931  0.245
H8 1.015 -1.019 1.672  0.223

Calculated values
Charge = 0
LUMO energy = 0.04193 hartree
HOMO level = -7.61 eV

=====

Run four
Here is one molecule with the formula C7H8 from the OMol25 dataset. Energies are from the ωB97M-V functional and the def2-TZVPD basis.

Last column: natural (NBO) charge in e.
Positions of all 15 atoms, in Å:
C1 -3.227 0.029 -0.066  -0.539
C2 -4.452 -0.343 0.031  0.148
C3 0.444 0.734 -0.354  -0.358
C4 0.715 -0.669 0.220  -0.485
C5 -0.904 1.258 0.162  -0.547
C6 -0.367 -1.613 -0.129  -0.285
C7 -1.981 0.327 -0.038  0.291
H1 1.238 1.426 -0.070  0.214
H2 0.410 0.679 -1.447  0.206
H3 1.673 -1.010 -0.188  0.231
H4 0.823 -0.600 1.303  0.209
H5 -0.850 1.421 1.248  0.258
H6 -1.133 2.219 -0.311  0.253
H7 -0.487 -1.918 -1.153  0.197
H8 -0.853 -2.194 0.632  0.208

Calculated values
Charge = 0
LUMO energy (spin up / spin down) = -0.03419 / -0.03412 hartree
HOMO level (spin up / spin down) = -7.66 / -7.66 eV

=====

Which of them is most stable, and which least? Most stable: run two; least stable: run one.

=====

Run one
Here is a 2-piece molecular cluster, C3H10N2O overall from the OMol25 dataset. Energies are from the ωB97M-V functional and the def2-TZVPD basis.

Last column: natural (NBO) charge in e.
Positions of all 16 atoms, in Å:
C1 1.765 1.126 -0.480  -0.521
C2 1.784 0.508 0.700  0.010
N1 1.403 -0.783 1.053  -0.834
H1 2.340 2.027 -0.637  0.214
H2 1.234 0.725 -1.337  0.186
H3 2.148 1.071 1.558  0.185
H4 1.962 -1.146 1.811  0.382
H5 1.399 -1.494 0.334  0.387
N2 -1.650 0.419 -1.200  -0.852
C3 -2.244 -0.517 -0.281  0.085
O1 -1.358 -1.299 0.507  -0.749
H6 -1.447 1.316 -0.784  0.363
H7 -0.840 0.024 -1.652  0.358
H8 -2.993 0.002 0.325  0.149
H9 -2.781 -1.251 -0.880  0.158
H10 -0.722 -0.727 0.962  0.481

Calculated values
Charge = 0
LUMO energy = 0.03287 hartree
HOMO level = -8.75 eV

=====

Run two
Here is one molecule with the formula C3H10N2O from the OMol25 dataset. Energies are from the ωB97M-V functional and the def2-TZVPD basis.

Last column: natural (NBO) charge in e.
Positions of all 16 atoms, in Å:
N1 2.110 -0.927 -0.433  -0.884
C1 1.358 0.293 -0.600  -0.230
C2 0.063 0.399 0.275  -0.093
N2 -0.243 -0.751 1.132  -0.841
C3 -1.188 0.700 -0.556  -0.056
O1 -2.375 0.524 0.162  -0.732
H1 2.203 -1.479 -1.260  0.381
H2 2.735 -1.072 0.331  0.378
H3 1.977 1.153 -0.340  0.180
H4 1.053 0.378 -1.619  0.193
H5 0.165 1.261 0.949  0.174
H6 0.627 -1.104 1.518  0.366
H7 -0.596 -1.505 0.549  0.357
H8 -1.221 0.029 -1.432  0.144
H9 -1.207 1.714 -0.964  0.173
H10 -2.158 0.200 1.057  0.489

Calculated values
Charge = 0
LUMO energy = 0.03467 hartree
HOMO level = -9.13 eV

=====

Run three
Here is a 2-piece molecular cluster, C3H10N2O overall from the OMol25 dataset. Energies are from the ωB97M-V functional and the def2-TZVPD basis.

Last column: natural (NBO) charge in e.
Positions of all 16 atoms, in Å:
C1 1.491 1.568 0.236  -0.471
C2 2.072 0.388 0.203  0.096
O1 1.845 -0.515 -0.827  -0.710
H1 1.747 2.268 1.024  0.207
H2 0.831 2.013 -0.497  0.221
H3 2.500 -0.007 1.124  0.174
H4 2.654 -1.059 -0.887  0.483
N1 -1.318 0.330 -0.991  -0.842
C3 -1.683 -0.120 0.330  -0.072
N2 -1.411 -1.495 0.760  -0.844
H5 -1.896 -0.226 -1.611  0.339
H6 -0.403 0.050 -1.324  0.366
H7 -2.761 0.036 0.445  0.175
H8 -1.352 0.555 1.129  0.178
H9 -0.429 -1.693 0.799  0.356
H10 -1.885 -2.093 0.087  0.345

Calculated values
Charge = 0
LUMO energy = 0.02387 hartree
HOMO level = -8.94 eV

=====

Which of them is most stable, and which least? Most stable: run two; least stable: run three.

=====

Run one
Here is a 2-piece molecular cluster, C3H10N2O overall from the OMol25 dataset. Energies are from the ωB97M-V functional and the def2-TZVPD basis.

Last column: natural (NBO) charge in e.
Positions of all 16 atoms, in Å:
C1 1.317 1.814 0.084  -0.503
C2 0.063 2.064 0.494  0.174
O1 -1.071 1.749 -0.017  -0.693
H1 2.217 2.078 0.670  0.215
H2 1.428 1.126 -0.581  0.176
H3 -0.110 2.791 1.370  0.135
H4 -1.678 2.493 -0.048  0.498
N1 0.254 -1.634 -1.329  -0.865
C3 0.051 -2.040 0.030  -0.055
N2 -1.009 -1.287 0.776  -0.825
H5 -0.485 -0.985 -1.573  0.358
H6 1.125 -1.187 -1.583  0.364
H7 -0.250 -3.032 0.115  0.162
H8 0.936 -1.954 0.643  0.169
H9 -0.964 -0.345 0.664  0.352
H10 -1.824 -1.651 0.288  0.338

Calculated values
Charge = 0
LUMO energy = 0.01922 hartree
HOMO level = -8.82 eV

=====

Run two
Here is a 2-piece molecular cluster, C3H10N2O overall from the OMol25 dataset. Energies are from the ωB97M-V functional and the def2-TZVPD basis.

Last column: natural (NBO) charge in e.
Positions of all 16 atoms, in Å:
C1 1.748 -0.889 -0.523  -0.597
C2 0.275 -0.846 -0.078  -0.283
N1 0.067 0.331 0.820  -0.484
C3 -0.969 0.185 1.554  0.287
N2 -2.077 -0.635 1.303  -0.832
H1 1.881 -1.867 -1.000  0.202
H2 2.061 -0.104 -1.209  0.200
H3 2.397 -0.870 0.353  0.213
H4 -0.322 -0.952 -0.988  0.177
H5 0.131 -1.729 0.547  0.189
H6 -1.113 0.893 2.360  0.170
H7 -2.109 -0.970 0.358  0.374
H8 -2.944 -0.144 1.457  0.383
O1 0.016 2.793 -1.740  -0.928
H9 -0.006 1.864 -1.543  0.465
H10 0.966 2.940 -1.671  0.464

Calculated values
Charge = 0
LUMO energy = 0.03119 hartree
HOMO level = -9.38 eV

=====

Run three
Here is one molecule with the formula C3H10N2O from the OMol25 dataset. Energies are from the ωB97M-V functional and the def2-TZVPD basis.

Last column: natural (NBO) charge in e.
Positions of all 16 atoms, in Å:
N1 1.660 2.479 -0.376  -0.854
C1 1.199 1.345 0.418  -0.214
C2 0.077 0.630 -0.345  -0.218
N2 -0.097 -0.687 0.223  -0.663
C3 -1.438 -1.262 0.056  0.102
O1 -1.393 -2.652 -0.026  -0.712
H1 1.014 3.042 -0.896  0.358
H2 2.217 3.156 0.103  0.360
H3 2.094 0.728 0.483  0.193
H4 0.845 1.575 1.429  0.163
H5 0.352 0.526 -1.396  0.196
H6 -0.825 1.259 -0.302  0.164
H7 0.142 -0.827 1.191  0.364
H8 -1.919 -0.866 -0.852  0.144
H9 -2.036 -0.852 0.885  0.142
H10 -0.510 -2.796 -0.331  0.475

Calculated values
Charge = 0
LUMO energy = 0.03807 hartree
HOMO level = -9.04 eV

=====

Which of them is most stable, and which least? Most stable: run two; least stable: run one.

=====

Run one
Here is one molecule with the formula C5H10OS from the OMol25 dataset. Energies are from the ωB97M-V functional and the def2-TZVPD basis.

Last column: natural (NBO) charge in e.
Positions of all 17 atoms, in Å:
C1 1.887 2.237 -1.065  -0.732
S1 0.166 1.704 -0.892  0.187
C2 0.360 -0.075 -0.973  -0.541
C3 -0.035 -0.802 0.300  -0.401
C4 -1.508 -0.694 0.653  -0.521
C5 -1.827 -1.640 1.791  0.456
O1 -2.565 -2.584 1.682  -0.514
H1 2.480 1.774 -0.273  0.212
H2 2.323 1.998 -2.039  0.215
H3 1.878 3.307 -0.907  0.230
H4 1.380 -0.385 -1.214  0.225
H5 -0.195 -0.495 -1.810  0.216
H6 0.620 -0.433 1.095  0.205
H7 0.284 -1.838 0.198  0.210
H8 -1.814 0.323 0.903  0.233
H9 -2.124 -1.000 -0.190  0.221
H10 -1.310 -1.396 2.740  0.100

Calculated values
Charge = 0
LUMO energy = 0.03277 hartree
HOMO level = -8.77 eV

=====

Run two
Here is C5H10OS as an isolated structure from the OMol25 dataset. Energies are from the ωB97M-V functional and the def2-TZVPD basis.

Last column: natural (NBO) charge in e.
Positions of all 17 atoms, in Å:
C1 1.974 0.747 0.328  -0.166
C2 1.119 -0.388 -0.155  0.207
C3 1.370 -1.809 0.117  -0.689
C4 -1.292 1.703 -0.144  -0.720
C5 -2.821 -0.582 -0.111  -0.699
O1 1.901 0.326 -1.076  -0.501
S1 -1.203 -0.089 0.309  0.464
H1 1.562 1.664 0.644  0.179
H2 2.969 0.580 0.916  0.177
H3 2.480 -1.873 -0.121  0.225
H4 0.847 -2.481 -0.496  0.225
H5 1.122 -2.022 1.241  0.231
H6 -2.245 1.969 -0.463  0.229
H7 -0.496 1.870 -0.860  0.234
H8 -0.993 2.148 0.842  0.226
H9 -3.045 -1.678 -0.074  0.206
H10 -3.248 -0.085 -0.896  0.171

Calculated values
Charge = 0
LUMO energy (spin up / spin down) = 0.01472 / 0.01822 hartree
HOMO level (spin up / spin down) = -7.13 / -7.18 eV

=====

Run three
Here is one molecule with the formula C5H10OS from the OMol25 dataset. Energies are from the ωB97M-V functional and the def2-TZVPD basis.

Last column: natural (NBO) charge in e.
Positions of all 17 atoms, in Å:
C1 -0.822 0.239 0.823  -0.609
C2 0.370 0.586 -0.054  -0.285
C3 0.891 -0.461 -0.947  -0.167
C4 1.411 1.254 0.866  -0.584
C5 0.276 -1.587 -1.343  -0.401
O1 -2.971 -1.426 0.218  -0.973
S1 -2.519 0.009 0.056  1.051
H1 -0.595 -0.603 1.499  0.251
H2 -0.946 1.006 1.641  0.230
H3 0.226 1.422 -0.728  0.217
H4 1.824 -0.116 -1.216  0.190
H5 1.133 2.270 1.051  0.217
H6 2.377 1.049 0.496  0.214
H7 1.392 0.614 1.780  0.200
H8 -2.038 -0.066 -1.221  0.039
H9 0.646 -2.318 -2.018  0.206
H10 -0.654 -1.870 -0.905  0.204

Calculated values
Charge = 0
LUMO energy = 0.02487 hartree
HOMO level = -9.20 eV

=====

Which of them is most stable, and which least? Most stable: run one; least stable: run two.

=====

Run one
Here is C7H10O2 as an isolated structure from the OMol25 dataset. Energies are from the ωB97M-V functional and the def2-TZVPD basis.

Last column: natural (NBO) charge in e.
Positions of all 19 atoms, in Å:
C1 -1.379 -2.144 -0.740  -0.288
C2 1.313 0.002 1.174  -0.095
C3 -0.484 -1.144 -0.770  -0.245
C4 0.479 1.005 0.369  -0.249
C5 -0.822 -0.992 1.174  0.224
C6 -0.772 0.108 0.020  0.107
C7 1.159 1.811 -0.808  -0.599
O1 0.383 -0.929 1.720  -0.497
O2 -1.936 0.819 -0.221  -0.710
H1 -2.306 -2.227 -0.253  0.221
H2 -1.015 -3.060 -1.224  0.197
H3 2.111 -0.480 0.689  0.183
H4 1.782 0.295 2.069  0.200
H5 0.383 -1.292 -1.241  0.207
H6 0.028 1.726 1.015  0.219
H7 1.839 2.489 -0.373  0.210
H8 0.405 2.372 -1.273  0.221
H9 1.544 1.236 -1.592  0.206
H10 -2.713 0.405 0.265  0.489

Calculated values
Charge = 0
LUMO energy = 0.03433 hartree
HOMO level = -8.41 eV

=====

Run two
Here is C7H10O2 as an isolated structure from the OMol25 dataset. Energies are from the ωB97M-V functional and the def2-TZVPD basis.

Last column: natural (NBO) charge in e.
Positions of all 19 atoms, in Å:
C1 0.384 0.135 -1.113  -0.027
C2 -0.196 0.507 0.679  -0.278
C3 0.125 -1.258 -1.578  -0.679
C4 -0.432 -0.728 1.516  -0.631
C5 -1.402 1.124 -0.146  0.801
C6 1.328 0.461 -0.229  0.068
C7 2.471 0.909 0.268  -0.557
O1 -2.369 0.206 -0.417  -0.707
O2 -1.576 2.309 -0.294  -0.607
H1 -3.103 0.695 -0.820  0.501
H2 0.160 1.353 1.256  0.287
H3 0.741 -1.381 -2.476  0.256
H4 -0.913 -1.374 -1.891  0.233
H5 0.389 -2.071 -0.894  0.201
H6 0.499 -1.082 1.958  0.227
H7 -1.128 -0.480 2.323  0.231
H8 -0.880 -1.534 0.939  0.228
H9 2.590 1.147 1.315  0.218
H10 3.312 1.062 -0.396  0.235

Calculated values
Charge = 0
LUMO energy = 0.02592 hartree
HOMO level = -7.71 eV

=====

Which of them is most stable, and which least? Most stable: run two; least stable: run one.

=====

Run one
Here is one molecule with the formula C7H10O2 from the OMol25 dataset. Energies are from the ωB97M-V functional and the def2-TZVPD basis.

Last column: natural (NBO) charge in e.
Positions of all 19 atoms, in Å:
C1 -2.307 0.336 -0.416  -0.391
C2 -1.051 0.421 -0.065  -0.035
C3 -0.270 1.785 -0.003  -0.100
O1 0.787 1.548 0.869  -0.523
C4 1.241 0.154 0.819  0.109
C5 1.874 -0.319 -0.477  -0.459
C6 0.681 -1.267 -0.807  -0.400
C7 -0.201 -0.709 0.409  0.225
O2 -0.779 -1.717 1.228  -0.739
H1 -2.743 -0.619 -0.673  0.202
H2 -2.895 1.150 -0.638  0.190
H3 -0.080 2.261 -0.942  0.180
H4 -0.994 2.453 0.527  0.193
H5 1.649 -0.215 1.694  0.189
H6 2.826 -0.794 -0.336  0.215
H7 2.114 0.464 -1.151  0.221
H8 0.151 -1.037 -1.655  0.209
H9 0.862 -2.247 -0.569  0.220
H10 -0.863 -1.648 2.185  0.495

Calculated values
Charge = 0
LUMO energy = 0.03170 hartree
HOMO level = -9.06 eV

=====

Run two
Here is one molecule with the formula C7H10O2 from the OMol25 dataset. Energies are from the ωB97M-V functional and the def2-TZVPD basis.

Last column: natural (NBO) charge in e.
Positions of all 19 atoms, in Å:
C1 -1.892 -1.086 0.872  -0.411
C2 -1.046 -0.450 0.074  0.271
O1 0.109 -1.310 -0.530  -0.566
C3 0.467 -1.152 -1.896  -0.259
C4 -0.519 0.862 0.126  -0.208
C5 -1.066 1.959 -0.409  -0.295
C6 1.059 0.769 0.315  0.607
C7 1.524 0.140 1.610  -0.718
O2 1.746 1.627 -0.239  -0.548
H1 -2.545 -0.537 1.543  0.218
H2 -1.967 -2.167 0.857  0.225
H3 -0.357 -1.317 -2.596  0.172
H4 0.898 -0.197 -2.201  0.182
H5 1.202 -1.941 -2.080  0.198
H6 -0.488 2.876 -0.482  0.221
H7 -2.098 1.977 -0.742  0.204
H8 1.034 -0.816 1.795  0.232
H9 1.339 0.809 2.452  0.240
H10 2.599 -0.045 1.529  0.235

Calculated values
Charge = 0
LUMO energy = 0.01311 hartree
HOMO level = -9.41 eV

=====

Which of them is most stable, and which least? Most stable: run two; least stable: run one.